Below is a cluster of 15 separate species, C23H65F2N15O35P2S in total at a distorted geometry, with properties calculated with the ωB97M-V functional and the def2-TZVPD basis.

XYZ file:
```
143
C23H65F2N15O35P2S, DFT the ωB97M-V functional and the def2-TZVPD basis
H -4.008 3.431 2.323
H 0.177 -0.614 -3.441
H 13.026 6.482 -2.203
C -2.224 -8.233 5.458
O -1.494 -6.363 4.319
O -6.058 -14.487 -3.448
H 1.338 1.384 -4.125
F -0.949 0.351 1.930
O -4.822 5.894 2.365
H -7.599 -16.125 -2.616
H -2.035 2.786 -4.690
O -0.093 -7.992 4.586
O 10.555 6.588 -1.436
N 7.753 13.557 -0.082
C 8.468 10.253 -1.913
H 1.069 1.714 -7.105
H 0.087 3.266 -7.292
H -6.620 -2.483 -0.461
H 6.956 6.877 -0.323
H 1.817 -0.825 2.525
H -2.622 -2.074 2.860
H -0.321 1.035 -0.418
N -4.695 5.140 3.312
C 2.480 3.761 -0.922
C -7.569 0.927 -1.248
C -3.705 4.042 3.171
N -1.181 -7.469 4.728
H 0.059 3.170 -4.928
O 10.878 8.580 -2.217
H 2.076 4.768 -0.986
H -3.700 3.455 4.086
O -4.336 -10.204 3.672
H -1.161 -4.026 2.210
H -4.258 -9.979 1.090
H -7.300 -2.398 1.195
C -3.764 -10.846 1.527
H 8.018 9.992 -2.869
C -2.523 -2.263 1.755
O -5.311 5.213 4.362
O -1.749 2.087 -5.306
C 7.065 13.832 1.205
P 0.402 -1.874 1.154
C -0.410 0.196 -1.172
C 12.730 7.335 -1.595
O -8.185 -1.056 -2.252
C -3.198 -4.722 1.811
H -3.314 -4.728 2.934
N -2.911 -11.511 -1.878
H -0.208 5.605 5.344
H 5.519 7.900 -0.052
C -1.721 -6.489 1.149
H 0.845 0.305 -5.486
O 8.921 13.886 -0.164
N -0.438 0.147 -3.770
C -1.040 5.312 5.982
C -0.896 0.860 -2.535
O -1.259 3.274 4.922
H 5.829 6.511 1.026
H -2.512 -7.648 6.329
H -8.398 -2.424 -0.220
O -3.847 0.255 -0.676
H 0.885 -3.639 -0.006
H 9.541 10.084 -1.934
H -1.096 -6.276 2.067
H -4.798 -10.833 -2.470
H -0.712 1.580 -7.422
H -0.613 1.972 -2.514
O -9.358 0.710 -2.701
N 11.266 7.518 -1.764
O 1.606 -0.730 1.579
H -6.554 0.859 -1.638
H 7.600 13.292 1.984
N -6.747 -14.206 -2.486
H -4.162 -4.280 1.400
C -4.256 -11.778 -2.452
H -1.809 -9.192 5.757
H -4.111 -12.169 -3.458
H 8.243 11.283 -1.639
C -0.306 2.185 -5.348
N 1.696 2.874 -1.817
O 7.104 13.021 -0.965
H -0.890 5.665 6.999
H -1.272 -6.114 0.183
H -4.430 -11.706 1.558
O -2.207 -10.713 -2.466
O -7.655 -4.830 -0.834
H 13.235 8.239 -1.926
H -7.637 0.495 -0.251
H -4.764 -12.500 -1.829
H 2.387 3.370 0.090
P -1.558 -0.883 0.915
O -2.604 -12.108 -0.857
H -2.732 4.497 3.000
O 4.223 6.503 -1.512
O 5.470 4.833 -0.922
H -3.063 -8.372 4.779
N 5.139 6.008 -0.881
O -0.970 3.271 7.069
C 8.751 4.366 -0.048
H -7.913 1.958 -1.246
C 0.078 2.210 -6.908
S -3.358 0.408 0.727
C -1.967 -3.739 1.469
O -7.363 -4.791 1.312
F -4.511 0.059 1.887
N -1.093 3.828 5.995
H 12.918 7.151 -0.539
C -7.692 -15.240 -1.992
H 8.225 5.160 -0.573
O -2.995 1.860 0.948
O -6.729 -13.143 -1.888
C -7.449 -2.770 0.183
N -7.493 -4.254 0.225
N -3.415 -10.499 2.929
O 8.613 8.646 -0.250
H -1.783 -7.619 1.041
H -1.618 -3.853 0.405
H -7.425 -15.463 -0.960
H 9.714 4.171 -0.511
N 7.865 9.374 -0.878
H 6.037 13.486 1.132
H 3.514 3.739 -1.260
O 10.127 4.908 1.733
H 7.101 14.906 1.373
H 8.152 3.459 -0.002
H -2.033 0.847 -2.512
N -8.446 0.130 -2.143
O 0.840 -2.703 -0.267
H -2.853 -11.083 0.989
O -1.349 -0.844 -0.768
O 0.776 3.382 -2.446
C 5.922 6.900 0.013
O 7.987 5.091 2.006
O -2.238 -10.530 3.242
H -1.988 5.671 5.584
O 2.030 1.704 -1.854
N 8.976 4.826 1.346
O -3.082 -6.022 1.220
H 0.597 -0.283 -1.356
C 0.442 0.960 -4.654
H -8.696 -14.824 -2.058
H -3.563 -2.254 1.291
O 6.657 9.440 -0.725
```

* HOMO level: -8.1737 eV
* charge: 0
* total energy: -153723.8465 eV